[1]
{
  "formula": "C27H42N6O2",
  "method": "ωB97M-V/def2-TZVPD",
  "species": ["C", "C", "H", "H", "C", "N", "C", "H", "C", "N", "C", "O", "C", "H", "H", "C", "C", "O", "N", "C", "C", "C", "C", "N", "C", "N", "C", "H", "H", "C", "N", "C", "H", "H", "H", "C", "H", "H", "C", "H", "H", "H", "H", "C", "C", "C", "H", "H", "H", "H", "C", "C", "H", "H", "H", "H", "H", "H", "H", "H", "H", "H", "C", "C", "C", "H", "H", "H", "H", "H", "H", "H", "H", "H", "H", "H", "H"],
  "coordinates": [[-0.164045, -2.432859, 7.966774], [-1.207890, -1.813817, 7.046441], [-0.724189, -1.130119, 6.346275], [-1.916425, -1.233035, 7.639278], [-1.955053, -2.883795, 6.248371], [-2.928470, -2.286105, 5.348168], [-3.082089, -3.007337, 4.094812], [-4.070037, -2.791512, 3.684534], [-2.028762, -2.521778, 3.091059], [-2.095858, -1.082761, 2.994782], [-2.484627, -0.428372, 1.888294], [-2.661856, -0.989871, 0.819255], [-2.647741, 1.071316, 2.094601], [-3.314587, 1.219557, 2.947905], [-1.674553, 1.493260, 2.357669], [-3.218241, 1.797522, 0.871157], [-2.140991, 2.135259, -0.159654], [-1.736545, 3.271258, -0.310924], [-1.720193, 1.048129, -0.843648], [-0.750405, 0.960417, -1.845450], [-0.119186, 2.057857, -2.386017], [0.836115, 1.900018, -3.402474], [1.150574, 0.598578, -3.873613], [2.058679, 0.365837, -4.837671], [2.689675, 1.381331, -5.392824], [3.538166, 1.089433, -6.429556], [4.677232, 1.906953, -6.772026], [4.485623, 2.959095, -6.571688], [4.866284, 1.783934, -7.843326], [5.914963, 1.443997, -5.996241], [6.189864, 0.054676, -6.311188], [7.409869, -0.408422, -5.689485], [7.369150, -0.372614, -4.588866], [8.239602, 0.211794, -6.026710], [7.596024, -1.436672, -5.996242], [5.050107, -0.774319, -5.953632], [5.277677, -1.808400, -6.221374], [4.837816, -0.730216, -4.870583], [3.812397, -0.302890, -6.716986], [2.942814, -0.889041, -6.424777], [3.990622, -0.396013, -7.792129], [6.779700, 2.044995, -6.288781], [5.736619, 1.590381, -4.913636], [2.430472, 2.722739, -4.995968], [1.519928, 2.990488, -4.014356], [1.235393, 4.398133, -3.593213], [0.185263, 4.635996, -3.755605], [1.445084, 4.527024, -2.532449], [1.844183, 5.100100, -4.158593], [2.937763, 3.542325, -5.481069], [0.490728, -0.508615, -3.299759], [-0.434316, -0.331808, -2.312464], [-0.939426, -1.180418, -1.872106], [0.740572, -1.492529, -3.665389], [-0.366122, 3.039859, -2.021341], [-2.113836, 0.155668, -0.544847], [-3.986775, 1.177345, 0.406148], [-3.665438, 2.740222, 1.188076], [-2.092685, -0.616728, 3.891045], [-2.215508, -2.936145, 2.099260], [-1.025356, -2.809961, 3.418891], [-2.999386, -4.097078, 4.223061], [-4.192708, -1.954146, 5.985803], [-4.797309, -0.683299, 5.385247], [-6.120264, -0.325443, 6.049946], [-5.980722, -0.160526, 7.116066], [-6.534015, 0.580301, 5.613610], [-6.841987, -1.128953, 5.920156], [-4.086169, 0.135114, 5.516899], [-4.955492, -0.820232, 4.313613], [-4.009256, -1.780339, 7.047592], [-4.916549, -2.781652, 5.907136], [-2.428721, -3.599303, 6.940338], [-1.227538, -3.437913, 5.651370], [-0.633986, -3.111661, 8.675253], [0.357266, -1.660277, 8.526382], [0.569084, -2.993935, 7.391392]],
  "forces_ev_per_a": [[-0.15, 0.17, -0.07], [0.06, -0.39, 0.03], [-0.06, 0.06, -0.04], [-0.05, 0.08, -0.04], [0.11, 0.36, 0.12], [-0.03, -0.16, 0.03], [0.25, 0.09, -0.19], [0.01, -0.03, -0.02], [-0.17, -0.23, 0.00], [0.07, -0.14, 0.22], [0.23, 0.36, 0.48], [-0.22, -0.24, -0.39], [-0.18, 0.04, -0.31], [0.07, -0.01, 0.04], [-0.02, -0.02, 0.10], [0.11, 0.07, 0.07], [-0.49, -0.14, 0.27], [0.15, 0.26, -0.05], [-0.06, -0.49, -0.07], [0.30, 0.46, -0.23], [-0.17, 0.04, 0.18], [0.14, -0.61, -0.23], [-0.24, 0.55, 0.33], [0.51, 0.05, -0.39], [-0.60, -0.35, 0.35], [0.10, -0.06, -0.34], [0.31, 0.23, 0.21], [-0.01, -0.04, -0.06], [0.02, 0.09, 0.07], [-0.10, 0.13, -0.25], [-0.01, 0.03, 0.02], [-0.05, 0.03, -0.02], [0.00, 0.00, 0.03], [0.08, -0.02, 0.03], [0.07, -0.05, 0.03], [-0.20, 0.00, -0.22], [-0.02, -0.02, 0.04], [0.03, -0.03, -0.02], [-0.01, -0.42, 0.12], [0.15, 0.00, -0.15], [0.01, -0.03, 0.04], [-0.01, 0.02, 0.05], [0.04, 0.01, -0.03], [-0.06, 0.17, 0.19], [0.22, -0.07, -0.19], [0.03, -0.05, -0.06], [-0.07, 0.07, 0.04], [-0.03, 0.06, 0.08], [0.01, 0.04, 0.00], [0.01, 0.07, -0.01], [-0.14, 0.05, 0.14], [0.08, 0.00, -0.08], [-0.04, -0.11, 0.03], [0.03, -0.09, -0.04], [-0.03, 0.04, 0.04], [-0.04, 0.27, 0.06], [-0.03, 0.03, 0.04], [0.07, -0.06, -0.10], [-0.08, 0.11, -0.11], [0.10, 0.00, 0.10], [-0.05, -0.08, -0.06], [-0.07, 0.04, 0.02], [-0.03, 0.35, -0.23], [-0.18, -0.22, 0.30], [0.16, 0.00, -0.17], [-0.04, 0.03, 0.13], [-0.11, 0.07, 0.02], [-0.13, -0.05, 0.02], [0.08, -0.01, -0.06], [0.08, 0.02, -0.07], [-0.03, -0.04, 0.03], [0.04, 0.00, 0.07], [0.04, -0.05, -0.07], [0.00, -0.06, 0.02], [0.01, -0.09, 0.11], [0.10, 0.00, 0.09], [0.11, -0.08, -0.01]],
  "lowdin_charge": [-0.11, -0.25, 0.11, 0.10, -0.22, -0.20, -0.17, 0.12, -0.15, 0.07, -0.47, 0.04, -0.09, 0.11, 0.13, -0.09, -0.47, 0.06, 0.14, -0.21, 0.05, -0.11, -0.22, 0.15, -0.28, -0.08, -0.14, 0.10, 0.13, -0.18, -0.23, -0.11, 0.09, 0.08, 0.08, -0.18, 0.12, 0.13, -0.15, 0.11, 0.12, 0.12, 0.13, 0.04, -0.20, -0.04, 0.09, 0.09, 0.08, 0.10, -0.01, -0.01, 0.11, 0.11, 0.09, 0.10, 0.12, 0.12, 0.13, 0.12, 0.12, 0.13, -0.21, -0.25, -0.11, 0.07, 0.07, 0.07, 0.11, 0.10, 0.12, 0.13, 0.13, 0.12, 0.07, 0.07, 0.07],
  "lumo_energy_ev": 0.7,
  "molar_mass_g_mol": 482.7,
  "charge": 0,
  "smiles": "CCCN(CCC)CCNC(=O)CCC(=O)Nc1ccc2nc(N3CCN(C)CC3)cc(C)c2c1",
  "e_homo_ev": -7.0,
  "total_energy_ha": -1533.120673,
  "relative_energy_kj_mol": 5.6,
  "spin_multiplicity": 1,
  "largest_force_ev_per_a": 0.773
}

***

[2]
{
  "formula": "C27H43Br18ClN3O3PS",
  "method": "ωB97M-V/def2-TZVPD",
  "species": ["N", "C", "C", "C", "C", "P", "O", "Cl", "C", "O", "C", "N", "C", "S", "C", "N", "C", "O", "H", "H", "H", "H", "H", "H", "H", "Br", "C", "C", "Br", "H", "H", "H", "H", "Br", "C", "C", "Br", "H", "H", "H", "H", "Br", "C", "C", "Br", "H", "H", "H", "H", "Br", "C", "C", "Br", "H", "H", "H", "H", "Br", "C", "C", "Br", "H", "H", "H", "H", "Br", "C", "C", "Br", "H", "H", "H", "H", "Br", "C", "C", "Br", "H", "H", "H", "H", "Br", "C", "C", "Br", "H", "H", "H", "H", "Br", "C", "C", "Br", "H", "H", "H", "H"],
  "coordinates": [[-1.454069, -1.261782, -4.427015], [-0.557923, -2.152069, -4.397897], [0.887597, -1.717076, -4.205918], [0.971316, -1.063204, -2.853863], [1.216591, -1.732621, -1.710661], [1.539999, -3.603001, -1.515993], [0.713543, -4.414226, -2.681052], [0.399538, -3.985373, 0.230818], [1.233950, -0.904754, -0.450503], [1.786367, -1.319400, 0.538844], [0.603737, 0.423432, -0.458321], [0.321284, 0.967397, 0.848671], [1.343718, 1.462279, 1.298999], [2.722688, 1.923765, 1.845825], [0.350050, 1.085383, -1.588728], [-0.204949, 2.353817, -1.634216], [0.728214, 0.415938, -2.867399], [0.859530, 1.039111, -3.890690], [-2.365749, -1.700465, -4.544922], [-0.776708, -3.218608, -4.461513], [1.099765, -0.978876, -4.976736], [1.567654, -2.556590, -4.310713], [-0.223758, -4.497485, -2.449601], [-0.850122, 2.419888, -0.846730], [-0.776043, 2.424324, -2.472883], [-3.126917, 2.392733, 0.699199], [-1.937579, 3.591510, 1.665422], [-2.502810, 3.967155, 3.005306], [-3.926664, 5.286582, 2.845155], [-1.761349, 4.449563, 1.023639], [-1.011815, 3.033194, 1.787745], [-1.740739, 4.440772, 3.620815], [-2.918918, 3.116054, 3.531619], [-5.957721, -0.694043, 1.428098], [-6.571351, -0.006712, -0.283511], [-5.879857, -0.690609, -1.432850], [-4.061376, -0.035028, -1.653540], [-6.405879, 1.066326, -0.270279], [-7.639914, -0.208798, -0.307695], [-6.384030, -0.463721, -2.370053], [-5.817780, -1.766643, -1.309355], [5.591560, 2.161714, 2.625633], [5.981790, 4.065828, 2.543100], [7.007739, 4.469186, 3.567574], [6.240799, 4.560870, 5.351837], [5.035989, 4.584604, 2.663707], [6.361256, 4.235235, 1.537923], [7.374889, 5.471839, 3.360730], [7.844020, 3.780453, 3.618703], [-0.900946, 0.581467, 3.918205], [-2.044414, 0.267772, 5.458880], [-2.293044, 1.526592, 6.245763], [-0.747357, 2.017056, 7.320042], [-1.566048, -0.509314, 6.045550], [-2.977128, -0.112329, 5.046282], [-3.101309, 1.375201, 6.957702], [-2.521347, 2.381245, 5.619117], [-1.002456, -3.264923, 6.692219], [0.836778, -3.793389, 6.336381], [1.826471, -2.813765, 6.910623], [1.960854, -1.195623, 5.837630], [0.927725, -3.906351, 5.260756], [0.945566, -4.765605, 6.811687], [2.825042, -3.244891, 6.899343], [1.578316, -2.502184, 7.919795], [-0.463323, 2.451766, -7.971677], [1.265654, 2.804970, -7.151977], [2.400327, 2.463833, -8.078279], [2.687213, 0.541354, -8.184031], [1.291943, 2.243802, -6.222460], [1.263456, 3.869760, -6.930277], [3.334253, 2.872060, -7.698867], [2.237402, 2.813559, -9.092126], [3.501279, -1.914010, -2.155978], [5.274398, -2.764688, -2.339050], [6.378338, -1.862646, -1.853276], [6.761478, -0.450694, -3.137940], [5.378288, -3.043289, -3.383140], [5.223164, -3.666269, -1.727436], [7.309808, -2.414456, -1.749093], [6.141555, -1.376174, -0.912082], [-3.344607, 3.194930, -2.890949], [-5.136225, 3.213423, -3.634135], [-5.240459, 4.137305, -4.817511], [-5.302707, 6.001542, -4.268100], [-5.808129, 3.481260, -2.824875], [-5.326876, 2.184791, -3.937017], [-6.171916, 3.964803, -5.352106], [-4.405306, 4.037347, -5.502564], [0.626873, -7.434982, 4.850910], [-1.106994, -7.394802, 3.967526], [-1.068674, -6.573231, 2.707051], [-1.061071, -4.672422, 3.097455], [-1.820748, -7.019132, 4.692898], [-1.334958, -8.433374, 3.738463], [-1.966610, -6.742547, 2.116837], [-0.193097, -6.772612, 2.097106]],
  "forces_ev_per_a": [[-0.23, -0.24, -0.05], [0.23, 0.36, 0.02], [-0.44, -0.07, -0.07], [-0.40, -0.71, -0.06], [-2.59, 0.52, 0.20], [0.21, -1.11, 1.13], [-0.63, 0.59, 0.46], [-0.28, 0.09, -0.83], [0.21, -0.52, -0.09], [0.08, -0.08, 0.36], [-0.52, -0.40, 0.26], [0.51, 0.51, -0.72], [0.07, -0.41, 0.38], [-0.71, 0.27, 0.09], [-0.22, -0.13, -0.15], [-0.63, -0.59, -0.07], [0.25, -0.08, 0.22], [-0.18, 0.38, -0.16], [-0.11, 0.15, 0.04], [0.11, -0.08, -0.12], [0.14, 0.04, -0.01], [0.06, -0.04, 0.10], [-0.08, 0.00, -0.23], [0.19, 0.38, 0.08], [0.36, 0.31, -0.19], [0.10, 0.05, 0.10], [0.01, -0.21, -0.04], [0.03, 0.31, 0.06], [-0.04, -0.07, 0.02], [-0.05, 0.06, 0.05], [-0.03, -0.04, 0.08], [0.03, -0.03, -0.02], [0.01, -0.06, -0.06], [0.05, 0.07, -0.01], [-0.12, -0.19, 0.18], [0.14, 0.14, -0.14], [-0.11, -0.30, -0.05], [0.05, 0.00, -0.04], [0.00, -0.01, -0.05], [-0.04, 0.02, 0.02], [-0.05, -0.01, 0.07], [0.74, 0.11, 0.25], [0.10, -0.19, -0.18], [-0.10, 0.21, 0.17], [0.04, -0.06, 0.00], [0.01, 0.02, 0.06], [0.03, 0.03, 0.01], [-0.02, 0.00, -0.05], [-0.01, -0.04, -0.05], [-0.04, -0.02, -0.02], [-0.03, 0.05, -0.22], [0.07, -0.09, 0.26], [0.01, 0.06, -0.07], [0.03, 0.03, 0.05], [-0.02, 0.03, 0.02], [-0.02, -0.03, -0.02], [-0.01, 0.00, -0.04], [0.00, 0.01, -0.02], [-0.04, -0.04, 0.17], [0.16, 0.12, -0.20], [-0.12, -0.03, 0.08], [0.00, 0.02, -0.01], [0.02, 0.00, 0.00], [-0.02, -0.07, 0.01], [-0.05, -0.04, 0.01], [0.00, -0.06, 0.04], [-0.18, 0.12, 0.00], [0.15, -0.15, 0.12], [-0.03, 0.01, -0.06], [0.03, -0.03, -0.01], [0.05, 0.01, -0.02], [-0.02, 0.02, 0.04], [-0.05, 0.01, 0.00], [4.17, 0.73, -1.33], [-0.24, 0.08, 0.38], [0.17, -0.01, -0.18], [-0.04, 0.03, 0.06], [0.03, 0.07, -0.01], [-0.03, 0.03, 0.02], [-0.01, -0.03, 0.00], [-0.05, -0.02, 0.00], [0.01, 0.37, -0.12], [0.18, -0.28, -0.06], [-0.20, 0.18, 0.03], [0.06, -0.01, -0.02], [-0.01, 0.08, -0.02], [0.00, 0.01, -0.04], [-0.01, -0.04, 0.02], [0.03, -0.05, 0.03], [-0.03, 0.05, 0.05], [0.14, -0.19, -0.03], [-0.14, 0.21, -0.02], [-0.07, -0.01, 0.18], [-0.01, 0.06, -0.02], [0.00, 0.00, -0.03], [-0.01, -0.05, 0.03], [0.02, -0.05, 0.03]],
  "lowdin_charge": [0.13, -0.21, -0.14, -0.25, -0.51, 0.56, -0.36, 0.21, -0.42, 0.05, -0.15, 0.10, -0.76, 0.73, -0.18, 0.15, -0.27, 0.13, 0.05, 0.11, 0.11, 0.09, 0.04, 0.02, 0.03, 0.60, -0.68, -0.71, 0.61, 0.06, 0.02, 0.06, 0.02, 0.61, -0.70, -0.68, 0.59, 0.05, 0.06, 0.06, 0.05, 0.59, -0.67, -0.70, 0.61, 0.05, 0.06, 0.06, 0.05, 0.65, -0.68, -0.69, 0.61, -0.02, 0.06, 0.06, 0.02, 0.62, -0.70, -0.69, 0.61, 0.01, 0.04, 0.06, 0.05, 0.59, -0.69, -0.70, 0.59, 0.03, 0.06, 0.06, 0.05, 0.98, -0.57, -0.69, 0.60, 0.05, 0.07, 0.06, 0.05, 0.61, -0.69, -0.70, 0.61, 0.05, 0.05, 0.06, 0.05, 0.62, -0.69, -0.69, 0.61, 0.05, 0.06, 0.06, 0.05],
  "lumo_energy_ev": -1.1,
  "molar_mass_g_mol": 1994.4,
  "charge": 0,
  "e_homo_ev": -8.6,
  "total_energy_ha": -48976.539742,
  "relative_energy_kj_mol": 0.0,
  "spin_multiplicity": 1,
  "largest_force_ev_per_a": 4.440
}